1.
The following is a quantum chemistry calculation of one molecule with the formula C31H38N4O8 at a distorted geometry, from OMol25.

The geometry in XYZ format:
```
81
Properties=species:S:1:pos:R:3:forces:R:3
C 4.525 -1.520 1.482 0.01 0.06 -0.26
C 4.171 -0.948 0.115 -0.09 0.05 0.21
C 3.527 0.449 0.157 0.17 -0.12 -0.37
C 3.153 0.883 -1.264 0.00 -0.08 0.18
C 4.463 1.484 0.780 -0.23 -0.19 -0.05
N 2.322 0.406 0.984 0.33 0.20 0.18
C 1.207 -0.294 0.713 -0.06 0.11 0.64
O 1.055 -1.035 -0.234 -0.02 -0.21 -0.24
C 0.151 -0.134 1.824 -0.01 -0.18 0.01
C -0.136 1.296 2.210 0.06 0.19 -0.13
C -0.383 1.594 3.544 0.01 0.08 -0.03
C -0.737 2.873 3.917 -0.03 -0.08 0.07
C -0.834 3.868 2.960 -0.03 0.09 -0.14
C -0.574 3.604 1.622 0.00 0.08 -0.14
O -0.618 4.566 0.647 0.15 -0.49 0.10
C -1.063 5.856 0.989 -0.05 0.21 0.05
C -0.232 2.293 1.232 0.12 0.00 0.07
O 0.077 1.896 -0.033 0.05 0.20 0.62
C -0.379 2.602 -1.164 -0.11 0.19 -0.54
N -1.088 -0.829 1.492 0.40 0.31 -0.08
C -1.340 -2.010 2.097 -0.46 -0.06 0.07
O -0.562 -2.509 2.894 0.16 -0.30 0.20
C -2.651 -2.694 1.747 0.06 -0.16 0.04
C -2.374 -4.138 1.305 -0.03 0.16 -0.10
C -1.537 -4.096 0.037 -0.25 -0.37 0.45
O -2.025 -4.085 -1.071 -0.10 0.12 -0.30
N -0.199 -4.043 0.284 0.46 -0.01 0.35
C 0.784 -3.863 -0.663 0.79 -0.01 -0.83
C 0.648 -3.547 -2.041 0.53 -0.02 -0.09
C 1.936 -3.462 -2.474 -0.73 -0.05 0.23
C 2.526 -3.141 -3.797 0.13 -0.05 0.26
O 2.771 -3.721 -1.452 0.20 0.22 -0.84
N 2.048 -3.970 -0.329 -0.74 -0.28 1.09
C -1.957 -0.222 0.544 -0.38 0.15 -0.34
C -2.918 0.686 0.977 0.05 -0.12 -0.08
C -3.766 1.275 0.060 -0.01 -0.02 -0.23
C -3.656 0.979 -1.293 -0.01 -0.09 -0.03
C -2.659 0.099 -1.730 -0.10 0.12 0.16
C -1.824 -0.510 -0.804 -0.20 0.11 -0.07
O -2.465 -0.175 -3.057 0.12 -0.26 0.25
C -3.143 0.704 -3.923 -0.45 0.36 -0.12
C -4.568 0.942 -3.427 0.27 -0.27 -0.43
O -4.540 1.568 -2.163 0.18 0.10 0.39
H 3.653 -1.523 2.131 -0.06 -0.04 0.12
H 5.322 -0.955 1.962 0.08 0.02 0.12
H 4.858 -2.548 1.366 0.04 -0.11 0.07
H 3.464 -1.623 -0.364 0.03 0.01 -0.11
H 5.067 -0.900 -0.506 0.02 0.04 -0.11
H 2.680 1.862 -1.244 -0.04 0.16 -0.02
H 2.453 0.171 -1.690 -0.04 -0.05 -0.10
H 4.041 0.931 -1.888 0.14 0.02 -0.07
H 4.008 2.472 0.745 -0.04 0.13 0.00
H 5.400 1.517 0.230 0.09 0.00 -0.05
H 4.681 1.239 1.817 0.07 -0.01 0.14
H 2.309 1.008 1.791 -0.09 -0.03 0.00
H 0.544 -0.675 2.698 -0.04 0.21 -0.22
H -0.311 0.809 4.281 0.02 -0.12 0.08
H -0.937 3.107 4.951 -0.01 0.03 0.10
H -1.105 4.864 3.270 -0.02 0.12 -0.02
H -2.075 5.836 1.406 0.04 0.00 0.00
H -0.385 6.344 1.695 -0.04 -0.02 -0.01
H -1.071 6.416 0.055 -0.02 0.02 0.10
H 0.187 3.523 -1.322 -0.07 -0.14 0.00
H -0.214 1.921 -1.999 -0.05 0.03 -0.01
H -1.442 2.838 -1.088 0.05 -0.03 -0.01
H -3.182 -2.160 0.962 -0.06 -0.10 0.09
H -3.267 -2.707 2.650 0.03 0.07 -0.03
H -1.851 -4.669 2.100 -0.03 0.00 0.00
H -3.317 -4.640 1.086 0.12 0.00 -0.04
H 0.134 -4.045 1.240 -0.18 0.03 0.01
H -0.262 -3.405 -2.581 -0.15 0.03 -0.18
H 1.735 -3.023 -4.531 -0.02 0.01 -0.05
H 3.100 -2.217 -3.733 0.03 0.07 -0.06
H 3.201 -3.936 -4.111 0.02 -0.03 -0.09
H -3.006 0.917 2.027 0.01 0.01 0.12
H -4.530 1.970 0.370 -0.12 0.08 0.04
H -1.058 -1.186 -1.146 0.11 -0.08 -0.02
H -3.139 0.235 -4.908 -0.02 0.09 0.06
H -2.613 1.667 -3.971 -0.04 -0.11 -0.03
H -5.116 1.611 -4.092 0.06 -0.10 0.01
H -5.091 -0.021 -3.356 0.02 0.11 -0.01
```
Forces are in eV/Å.

Computed properties:
HOMO energy: -0.3064 Ha
SMILES: CCC(C)(C)NC(=O)[C@@H](c1cccc(OC)c1OC)N(C(=O)CCC(=O)Nc1cc(C)on1)c1ccc2c(c1)OCCO2
Energy above the lowest of the compared OMol25 structures with the same formula, charge and spin: 0.0 kJ/mol
LUMO energy: 0.504 eV
Total energy: -2025.0404 Eh

2.
The following is a quantum chemistry calculation of C39H44N3PdS as an isolated structure at a distorted geometry, from OMol25.

The geometry in XYZ format:
```
88
Properties=species:S:1:pos:R:3:forces:R:3
Pd -0.019 -0.580 0.875 -0.03 -0.17 2.55
C 2.748 0.428 2.704 0.32 -0.11 0.07
C 3.743 -0.325 1.807 -0.32 0.06 -0.18
C 3.363 -1.793 1.581 0.31 0.10 0.12
C 3.988 0.440 0.509 -0.01 -0.18 0.17
C 5.250 1.004 0.365 0.06 -0.03 0.14
C 5.623 1.700 -0.769 0.05 -0.01 0.05
C 4.701 1.869 -1.776 -0.02 0.09 -0.07
C 3.412 1.350 -1.685 -0.31 -0.16 0.05
C 2.466 1.686 -2.830 0.24 -0.06 -0.03
C 2.392 3.197 -3.074 -0.06 0.04 -0.01
C 2.889 0.967 -4.119 0.00 -0.04 0.10
C 3.060 0.590 -0.543 0.43 -0.17 0.03
N 1.751 -0.021 -0.471 0.06 1.41 0.16
C 1.429 -0.863 -1.346 0.47 -0.99 -1.02
C 0.017 -1.288 -1.696 0.34 -1.33 -0.84
N -1.007 -0.810 -1.163 -0.79 1.96 0.13
C -2.381 -0.750 -1.554 -0.35 -0.60 0.29
C -3.318 -0.891 -0.489 0.24 0.02 0.10
C -4.662 -0.654 -0.716 -0.03 -0.09 0.14
C -5.121 -0.312 -1.972 -0.25 0.01 0.11
C -4.226 -0.243 -3.009 0.04 0.10 -0.22
C -2.855 -0.461 -2.857 0.21 -0.02 -0.04
C -2.097 -0.395 -4.184 0.29 -0.24 0.15
C -1.820 -1.804 -4.733 -0.04 0.08 -0.04
C -0.863 0.497 -4.238 -0.10 0.14 -0.01
C -2.910 -1.430 0.874 -0.15 -0.24 -0.31
C -3.749 -0.916 2.036 -0.04 0.09 0.00
C -2.926 -2.966 0.825 -0.05 0.04 0.00
H 2.533 -0.141 3.613 0.01 0.04 -0.06
H 1.818 0.608 2.178 -0.20 0.03 -0.05
H 3.153 1.401 2.990 0.00 -0.06 0.01
H 4.698 -0.334 2.331 0.06 0.02 -0.01
H 2.356 -1.895 1.201 -0.24 -0.04 -0.10
H 3.415 -2.348 2.522 -0.03 0.05 -0.07
H 4.045 -2.264 0.867 -0.03 0.03 0.08
H 5.965 0.878 1.173 -0.07 0.00 -0.09
H 6.621 2.109 -0.860 -0.03 -0.01 0.01
H 4.980 2.430 -2.662 -0.06 -0.06 0.10
H 1.464 1.371 -2.563 -0.24 -0.15 0.05
H 3.348 3.592 -3.427 -0.11 -0.01 0.03
H 2.116 3.734 -2.163 0.02 -0.03 -0.07
H 1.643 3.412 -3.843 0.08 -0.01 0.08
H 3.853 1.351 -4.468 -0.08 -0.06 0.04
H 2.159 1.135 -4.910 -0.02 0.02 -0.04
H 2.999 -0.113 -3.974 -0.03 0.10 -0.01
H 2.227 -1.303 -1.953 -0.25 -0.02 -0.37
H -0.083 -2.050 -2.470 0.39 0.11 -0.27
H -5.369 -0.753 0.100 0.11 0.01 -0.10
H -6.174 -0.118 -2.141 0.08 -0.02 0.01
H -4.597 -0.004 -3.999 0.05 -0.01 0.05
H -2.804 0.057 -4.878 -0.04 0.01 -0.03
H -1.123 -2.366 -4.110 -0.01 0.01 -0.03
H -1.393 -1.740 -5.738 -0.04 -0.01 0.10
H -2.745 -2.381 -4.791 0.06 0.02 0.00
H -0.059 0.151 -3.600 0.18 -0.03 0.06
H -1.108 1.525 -3.954 0.06 -0.10 0.02
H -0.480 0.508 -5.260 0.01 0.04 0.01
H -1.874 -1.130 1.074 -0.57 -0.13 0.01
H -4.762 -1.325 2.008 0.06 0.05 0.05
H -3.816 0.176 2.031 0.00 -0.09 0.03
H -3.304 -1.234 2.983 -0.01 0.01 -0.03
H -3.945 -3.320 0.643 0.08 -0.01 0.00
H -2.577 -3.387 1.771 -0.02 0.01 -0.04
H -2.290 -3.346 0.018 -0.05 0.02 0.08
S -1.203 1.134 4.951 -0.01 -0.04 0.08
C -1.434 2.478 3.875 -0.02 0.02 0.03
C -1.844 3.779 4.167 0.02 -0.04 0.02
C -1.979 4.663 3.114 0.00 0.00 0.04
C -1.711 4.267 1.796 -0.02 0.03 -0.03
C -1.297 2.983 1.511 0.03 -0.04 0.01
C -1.157 2.083 2.566 0.00 -0.05 -0.20
N -0.777 0.751 2.463 0.27 0.01 -0.92
C -0.761 0.150 3.604 -0.11 -0.04 0.73
C -0.404 -1.252 3.653 -0.01 -0.17 0.43
C -0.443 -2.027 4.810 -0.04 -0.04 0.00
C -0.114 -3.372 4.748 0.00 -0.05 0.03
C 0.239 -3.943 3.531 -0.01 0.00 0.11
C 0.272 -3.175 2.370 0.13 -0.26 -0.27
C -0.032 -1.843 2.451 0.01 1.34 -0.87
H -2.050 4.082 5.187 0.00 -0.01 -0.10
H -2.302 5.678 3.313 0.03 -0.08 -0.02
H -1.838 4.982 0.991 0.03 -0.06 0.07
H -1.087 2.658 0.500 -0.01 0.03 -0.03
H -0.743 -1.578 5.752 0.04 -0.04 -0.02
H -0.140 -3.977 5.646 0.01 0.04 -0.09
H 0.499 -4.993 3.480 -0.04 0.03 -0.01
H 0.539 -3.636 1.426 0.03 0.01 -0.01
```
Forces are in eV/Å.

Computed properties:
HOMO energy (alpha / beta): -0.4020 / -0.4020 Ha
Total charge: +1
Energy above the lowest of the compared OMol25 structures with the same formula, charge and spin: 84.5 kJ/mol
LUMO energy (alpha / beta): -4.027 / -4.027 eV
Total energy: -2202.6050 Eh

3.
The following is a quantum chemistry calculation of one molecule with the formula C5H13NO2 at a distorted geometry, from OMol25.

The geometry in XYZ format:
```
21
Properties=species:S:1:pos:R:3:forces:R:3
C -1.191 0.529 2.817 0.27 -0.19 -0.13
C 0.008 0.462 1.834 -0.58 1.00 0.53
N -0.435 0.628 0.460 -0.21 -0.64 -0.41
C 0.181 -0.233 -0.530 -0.02 0.32 -0.46
C 1.574 0.225 -0.995 0.09 -0.33 -0.46
O 2.324 -0.803 -1.629 0.39 0.33 0.45
C -0.733 -0.380 -1.761 0.14 -1.31 0.54
O -0.244 -1.542 -2.464 0.14 0.15 -0.49
H -2.083 0.910 2.323 0.08 0.13 -0.09
H -0.960 1.172 3.661 -0.04 0.00 0.18
H -1.447 -0.462 3.194 0.02 0.03 0.03
H 0.716 1.251 2.107 0.11 -0.05 0.05
H 0.529 -0.478 1.992 0.04 -0.14 -0.42
H -0.556 1.588 0.151 0.24 -0.21 0.27
H 0.253 -1.241 -0.125 0.10 -0.02 0.22
H 2.238 0.567 -0.205 -0.35 0.12 0.34
H 1.400 1.057 -1.695 0.21 0.16 0.10
H 1.835 -1.115 -2.382 -0.47 -0.34 -0.45
H -1.737 -0.643 -1.438 -0.22 0.57 0.19
H -0.716 0.508 -2.393 -0.09 0.07 -0.10
H -0.959 -2.000 -2.922 0.14 0.34 0.12
```
Forces are in eV/Å.

Computed properties:
HOMO energy: -0.3122 Ha
SMILES: CCNC(CO)CO
Energy above the lowest of the compared OMol25 structures with the same formula, charge and spin: 183.4 kJ/mol
LUMO energy: 0.781 eV
Total energy: -403.5068 Eh

4.
The following is a quantum chemistry calculation of a 3-piece molecular cluster, CH9N3O2 overall at a distorted geometry, from OMol25.

The geometry in XYZ format:
```
15
Properties=species:S:1:pos:R:3:forces:R:3
N 1.449 1.199 0.515 0.01 -1.27 -0.32
C 1.496 0.419 -0.519 0.41 1.76 -2.44
N 1.399 -0.948 -0.671 -3.02 -2.29 2.10
N 1.725 1.072 -1.854 -3.89 -3.69 2.62
H 1.402 0.785 1.480 0.14 -0.08 -1.71
H 0.649 -1.382 0.037 2.44 1.15 -2.06
H 1.278 -1.401 -1.609 0.25 1.22 1.31
H 1.736 0.549 -2.711 0.01 -0.48 0.31
H 2.410 1.686 -1.785 3.58 3.63 0.25
O -3.629 -1.472 0.010 1.31 -0.43 3.74
H -3.299 -1.163 0.979 -1.25 -0.49 -3.86
H -3.820 -0.752 -0.575 0.04 0.97 0.17
O -1.330 0.325 2.329 2.04 1.22 -2.03
H -0.525 0.300 2.892 -0.89 -0.06 -0.29
H -0.941 0.783 1.482 -1.18 -1.16 2.22
```
Forces are in eV/Å.

Computed properties:
HOMO energy: -0.3490 Ha
SMILES: N=C(N)N.O.O
Energy above the lowest of the compared OMol25 structures with the same formula, charge and spin: 175.7 kJ/mol
LUMO energy: 0.468 eV
Total energy: -358.2046 Eh